1.
Computed, not measured: 2 unconnected molecules or ions with the total composition C4H9NO in a non-equilibrium geometry, with wB97M-V/def2-TZVPD.

Results
⟨S²⟩ = 0.757
Highest occupied orbital energy (spin up / spin down) = -0.4907 / -0.4907 Ha
Spin multiplicity = 2
Energy above the lowest of the compared OMol25 structures with the same formula, charge and spin = 265.25 kJ/mol
Frontier orbital gap (spin up / spin down) = 6.8 / 5.7 eV
Total charge = +1
Calculated total energy = -287.3998 a.u.

The geometry in XYZ format:
```
15
Properties=species:S:1:pos:R:3:forces:R:3:mulliken_spin:R:1
C -0.6500 1.3579 -1.7421 0.47 -0.28 -1.16 0.0567
C 0.3343 0.2678 -1.5477 0.14 0.77 -0.80 0.1443
C 0.1512 -0.9368 -2.2741 -0.28 0.30 0.11 0.5987
C 2.2433 -0.3057 -0.4854 -0.15 0.18 -0.71 0.0911
N 1.4348 0.6335 -0.8336 -0.51 -0.13 1.47 0.0111
H -0.0994 2.0490 -2.4076 -0.03 0.12 0.11 0.0305
H -0.8480 1.9342 -0.8447 -0.09 -0.18 0.20 -0.0051
H -1.5189 1.0284 -2.3121 -0.16 0.12 0.44 0.0002
H 0.1973 -1.9513 -1.9202 0.43 -0.15 0.12 0.0251
H -0.1533 -0.7622 -3.2965 -0.40 -0.20 -0.12 0.0392
H 2.9326 -0.1021 0.3295 0.21 -0.18 -0.23 0.0096
H 2.2186 -1.2342 -1.0551 0.37 -0.39 0.56 -0.0015
H -2.7952 -0.3525 6.2471 0.10 -0.24 -0.02 0.0000
H -1.2995 -0.5866 6.1073 -0.06 -0.11 0.05 0.0000
O -2.1477 -1.0392 6.0352 -0.03 0.35 -0.03 0.0000
```
Forces are in eV/Å.

***

2.
Computed, not measured: a gas-phase ion, C4H9NO2 (charge -1) in a non-equilibrium geometry, with wB97M-V/def2-TZVPD.

Results
⟨S²⟩ = 0.754
Highest occupied orbital energy (spin up / spin down) = 0.0062 / -0.1065 Ha
Spin multiplicity = 2
Energy above the lowest of the compared OMol25 structures with the same formula, charge and spin = 161.31 kJ/mol
Frontier orbital gap (spin up / spin down) = 3.3 / 6.4 eV
Total charge = -1
Calculated total energy = -362.9736 a.u.

The geometry in XYZ format:
```
16
Properties=species:S:1:pos:R:3:forces:R:3:mulliken_spin:R:1
C -0.8214 0.5861 0.3700 0.01 0.67 0.48 -0.0001
C -0.6958 -0.6621 1.2334 0.15 -0.44 -0.18 -0.0703
C -1.3558 -1.8894 0.5759 -0.29 0.08 -0.33 0.7690
O -1.7241 -1.8416 -0.6755 0.21 -0.01 0.27 0.1314
N 0.4582 1.2639 0.2227 1.43 -0.11 -0.06 0.0008
C 1.3844 0.6172 -0.6936 -0.22 -0.09 0.23 0.0083
O 2.3670 1.5662 -1.1210 0.11 -0.39 0.31 -0.0059
H -1.4295 1.3519 0.8648 -0.43 -0.31 -0.19 -0.0041
H -1.2335 0.3027 -0.5984 -0.29 -0.08 -0.04 0.0388
H 0.3893 -0.8475 1.3692 -0.11 0.02 0.06 0.0029
H -1.0821 -0.4740 2.2433 0.03 -0.04 -0.06 -0.0102
H -0.9600 -2.8482 0.9528 0.00 -0.04 0.17 0.1329
H 0.3941 2.2174 -0.0900 -0.41 0.23 -0.20 -0.0023
H 0.8676 0.1887 -1.5632 0.13 0.31 -0.18 0.0020
H 1.8880 -0.2199 -0.1999 -0.10 -0.04 0.05 0.0048
H 3.0117 1.5798 -0.3983 -0.20 0.22 -0.33 0.0020
```
Forces are in eV/Å.

***

3.
Computed, not measured: a gas-phase ion, C4H9NO2 (charge -1) in a non-equilibrium geometry, with wB97M-V/def2-TZVPD.

Results
⟨S²⟩ = 0.754
Highest occupied orbital energy (spin up / spin down) = -0.0090 / -0.1271 Ha
Spin multiplicity = 2
Energy above the lowest of the compared OMol25 structures with the same formula, charge and spin = 144.64 kJ/mol
Frontier orbital gap (spin up / spin down) = 4.2 / 7.4 eV
Total charge = -1
Calculated total energy = -362.9799 a.u.

The geometry in XYZ format:
```
16
Properties=species:S:1:pos:R:3:forces:R:3:mulliken_spin:R:1
C 1.4201 1.3597 -0.7827 1.04 0.11 -0.22 0.0599
N 0.9208 0.7096 0.3884 0.11 -0.39 0.73 0.0077
C -0.3826 0.0974 0.5193 -1.34 -0.62 -1.63 -0.0020
C -0.2613 -1.4042 0.9162 -0.30 0.21 1.66 0.0867
O -1.4145 -2.2119 0.7260 0.32 0.69 -1.06 -0.0418
C -1.1567 0.1556 -0.8010 0.34 0.42 0.01 0.6639
O -2.3369 -0.3821 -0.9013 -0.02 -0.21 0.15 0.2159
H 2.3668 1.8503 -0.5185 -0.25 0.26 0.21 0.0006
H 1.7750 0.6667 -1.5582 -0.49 -0.18 -0.06 -0.0087
H 0.7668 2.0969 -1.2589 -0.12 -0.01 0.13 -0.0319
H 1.3201 1.0067 1.2585 0.02 0.21 -0.08 -0.0110
H -1.0306 0.5825 1.2696 0.25 0.13 0.19 0.0395
H -0.1638 -1.4459 2.0167 0.78 0.07 -0.03 -0.0132
H 0.6531 -1.7628 0.4430 0.02 -0.39 -0.25 -0.0201
H -1.8855 -1.7164 -0.0111 -0.35 -0.24 0.29 0.0229
H -0.5908 0.3981 -1.7061 0.00 -0.06 -0.05 0.0316
```
Forces are in eV/Å.